w) Entry from the Open Molecules 2025 dataset: a single C3H6N2O2 molecule (ωB97M-V/def2-TZVPD).

HOMO-LUMO gap: 10.17 eV
SMILES: C/N=C1\NOCO1
E_HOMO: -9.36 eV
LUMO: 0.807 eV

Geometry as ORCA input:
```
! RIJCOSX wB97M-V def2-TZVPD def2/J DEFGRID3
* xyz 0 1
C 0.5223 -0.2469 2.4581
C 0.3256 0.1752 0.2295
C -0.3615 0.4013 -1.8711
H 0.3977 -1.3819 2.4474
H 1.2030 -0.0951 3.3126
H -0.4515 0.2362 2.7037
H -1.0387 -1.2022 0.6084
H -0.0515 0.0446 -2.8779
H -0.9517 1.3671 -1.8949
N 1.0917 0.2062 1.2391
N -0.9643 -0.3028 0.0947
O -1.1041 -0.6265 -1.3183
O 0.7395 0.5927 -0.9985
*
```

---

x) Entry from the Open Molecules 2025 dataset: a single C3H6N2O2 molecule (ωB97M-V/def2-TZVPD).

HOMO-LUMO gap: 10.19 eV
SMILES: [H]/N=C/N(O)C(C)=O
E_HOMO: -9.35 eV
LUMO: 0.839 eV

Geometry as ORCA input:
```
! RIJCOSX wB97M-V def2-TZVPD def2/J DEFGRID3
* xyz 0 1
C 1.9758 0.1516 0.2189
N -2.2168 -0.8004 0.2835
C 0.6671 0.8670 0.1175
C -1.5668 0.2268 -0.0934
O -0.0239 -1.3111 -0.8881
N -0.3487 0.0204 -0.6605
O 0.4554 2.0260 0.3402
H -0.8301 -1.7796 -0.6044
H -3.1435 -0.6026 0.6400
H -1.8395 1.2845 -0.0062
H 2.2630 -0.2534 -0.7567
H 1.8680 -0.7034 0.8839
H 2.7400 0.8740 0.5253
*
```

---

y) Entry from the Open Molecules 2025 dataset: 2 unconnected molecules or ions with the total composition C3H6N2O2 (ωB97M-V/def2-TZVPD).

HOMO-LUMO gap: 9.86 eV
E_HOMO: -8.88 eV
LUMO: 0.978 eV

Geometry as ORCA input:
```
! RIJCOSX wB97M-V def2-TZVPD def2/J DEFGRID3
* xyz 0 1
C -0.6274 1.6078 -0.5122
N 1.1866 0.1562 0.1987
C -0.5659 -1.2995 -0.9809
C -0.1598 0.4981 0.3917
O 1.7227 -0.7097 1.1598
N -0.5316 -2.4050 -0.5997
O -0.6748 0.2068 1.4666
H 0.9908 -0.7451 1.8185
H 1.7074 0.2714 -0.6604
H -0.8101 -3.2293 -0.1123
H -1.6951 1.7506 -0.3676
H -0.1080 2.5290 -0.2463
H -0.4346 1.3688 -1.5559
*
```

---

z) Entry from the Open Molecules 2025 dataset: a molecular structure, C3H6N2O2 (ωB97M-V/def2-TZVPD).

HOMO-LUMO gap: 10.20 eV
E_HOMO: -9.36 eV
LUMO: 0.841 eV

Geometry as ORCA input:
```
! RIJCOSX wB97M-V def2-TZVPD def2/J DEFGRID3
* xyz 0 1
N 0.2583 -1.6159 0.2934
C 0.2779 -0.6467 1.1965
O 0.4685 -0.8240 2.4339
C 0.0926 0.8087 0.9656
O -0.8699 1.2773 -0.0113
C -0.7301 1.0141 -1.3143
N 0.1029 0.1950 -1.8246
H 0.3556 -2.5768 0.5928
H 0.3122 -1.3283 -0.6879
H 1.0559 1.2782 0.7565
H 0.1319 0.5863 2.3345
H -1.4622 1.6044 -1.8796
H 0.0066 0.1803 -2.8390
*
```

---

Which structure is most stable, and how do the rest compare? From most to least stable: x), z), w), y).